No. 1
Molecular formula: C6H13N3O3
Method: DFT, ωB97M-V/def2-TZVPD

As for the largest force on an atom: 1.66 eV/A. For the HOMO energy, the calculation gives -9.931 eV. As for the HOMO-LUMO gap: 0.3862 hartree. Its total energy is -17041.9779 eV. The calculation puts the energy above the lowest of the compared OMol25 structures with the same formula, charge and spin at 90.7 kcal/mol.

The geometry in ORCA input format:
```
! wB97M-V def2-TZVPD RIJCOSX def2/J DEFGRID3
* xyz 0 1
C 1.1014 -1.4870 0.2921
C 1.2928 -0.3963 -0.7457
C 2.3455 -0.7529 -1.8082
C 0.3141 -0.5275 -1.9404
C -2.4419 1.5024 1.5114
C -1.6683 -0.3836 0.6546
H 1.0118 -2.4703 -0.1864
H 1.9547 -1.5022 0.9815
H 0.2127 -1.3325 0.8737
H 0.7449 1.0634 0.5659
H 1.5056 1.6422 -0.7634
H 2.9163 0.1210 -2.1616
H 3.0393 -1.5672 -1.5780
H -0.5634 -1.1765 -1.8183
H -0.0015 0.4461 -2.3544
H -2.7663 3.1421 2.3651
H -0.4913 1.5537 2.0542
H -0.9467 -0.0887 -0.0687
H -2.0574 -1.4063 0.4820
N 1.4925 0.8811 -0.0885
N -3.0650 2.5976 1.5735
N -1.3540 1.0522 2.3189
O 1.3276 -1.1460 -2.7415
O -1.1662 -0.3020 1.9686
O -2.7371 0.5371 0.6135
*
```


No. 2
Molecular formula: C2H6N2O
Method: DFT, ωB97M-V/def2-TZVPD

As for the largest force on an atom: 4.43 eV/A. For the HOMO energy, the calculation gives -9.666 eV. The SMILES is CNC(N)=O. As for the HOMO-LUMO gap: 0.3804 hartree. Its total energy is -7198.6481 eV. The calculation puts the energy above the lowest of the compared OMol25 structures with the same formula, charge and spin at 26.3 kcal/mol.

The geometry in ORCA input format:
```
! wB97M-V def2-TZVPD RIJCOSX def2/J DEFGRID3
* xyz 0 1
C -0.6020 -1.2085 -0.9774
N -0.2170 -0.3637 0.1707
C 0.3416 0.8828 -0.0971
N 0.8364 1.3473 1.1624
O 0.6410 1.4388 -1.1857
H -1.3212 -0.7772 -1.6536
H -1.2091 -2.0741 -0.6004
H 0.2858 -1.5508 -1.3759
H -0.2774 -0.7828 1.2075
H 0.3881 0.8628 1.9775
H 1.1339 2.2254 1.3718
*
```


No. 3
Molecular formula: C22H17BCl3IrN7O3S
Method: DFT, ωB97M-V/def2-TZVPD

As for the largest force on an atom: 2.73 eV/A. For the HOMO energy (spin up / spin down), the calculation gives -12.495 / -14.386 eV. As for the HOMO-LUMO gap (spin up / spin down): 0.2269 / 0.2448 hartree. Its total energy is -91558.3453 eV.

The geometry in ORCA input format:
```
! wB97M-V def2-TZVPD RIJCOSX def2/J DEFGRID3
* xyz 2 6
Ir -2.2389 0.8466 0.0308
C -3.3736 -3.1038 1.5339
C -3.3973 -3.8818 0.3930
C -3.1016 -3.2835 -0.8298
C -2.7881 -1.9287 -0.8789
N -2.7722 -1.1681 0.2828
C -3.0597 -1.7512 1.4277
C -2.4655 -1.2302 -2.0990
C -2.4402 -1.8432 -3.3515
C -2.1067 -1.0998 -4.4767
C -1.8115 0.2414 -4.3438
C -1.8567 0.8083 -3.0666
N -2.1609 0.1148 -1.9847
H -3.5958 -3.5253 2.5034
H -3.6417 -4.9336 0.4417
H -3.1152 -3.8648 -1.7385
H -3.0306 -1.1034 2.2959
H -2.6823 -2.8909 -3.4396
H -2.0830 -1.5722 -5.4489
H -1.5509 0.8527 -5.1946
H -1.6345 1.8592 -2.9230
O 5.4586 -3.2013 -1.8285
S 6.7270 -2.7405 -1.3605
O 7.4822 -3.5698 -0.4840
O 7.3509 -1.6443 -2.0281
C 5.9259 -1.3115 0.3031
N 6.8377 -0.9869 1.1489
C 6.2863 -0.1814 2.0689
C 4.9464 0.2021 2.0360
C 4.1715 -0.2801 0.9967
N 4.6777 -1.0877 0.0523
C 2.7176 0.0276 0.8193
C 2.0318 -0.5837 -0.2270
C 0.6910 -0.3191 -0.3965
N 0.0188 0.5094 0.4119
C 0.6676 1.1061 1.4131
C 2.0141 0.8900 1.6491
H 6.9446 0.1654 2.8565
H 4.5556 0.8520 2.8030
H 2.5577 -1.2578 -0.8881
H 0.1285 -0.7815 -1.1958
H 0.0876 1.7723 2.0376
H 2.4871 1.4005 2.4751
Cl -0.0555 5.9790 -0.7712
C -1.7105 5.4988 -1.1542
Cl -2.0263 5.6152 -2.8858
Cl -2.8821 6.4256 -0.2230
C -1.8499 4.0821 -0.7788
N -1.9475 2.9765 -0.5008
B -3.0985 2.2794 4.5096
C -2.8546 1.8615 3.0844
N -2.5939 1.5158 2.0155
H -4.2518 1.8878 4.9973
H -2.2881 2.5571 5.3081
H -4.3006 2.7990 4.6022
*
```


No. 4
Molecular formula: C37H49BrN2P2ReS
Method: DFT, ωB97M-V/def2-TZVPD

As for the largest force on an atom: 6.76 eV/A. For the HOMO energy (spin up / spin down), the calculation gives -18.510 / -18.335 eV. As for the HOMO-LUMO gap (spin up / spin down): 0.2423 / 0.1460 hartree. Its total energy is -143683.8741 eV. The calculation puts the energy above the lowest of the compared OMol25 structures with the same formula, charge and spin at 6.3 kcal/mol.

The geometry in ORCA input format:
```
! wB97M-V def2-TZVPD RIJCOSX def2/J DEFGRID3
* xyz 4 4
C 0.0025 -2.7604 2.9850
C -1.0432 -2.8646 2.0595
C -2.1312 -3.7007 2.3500
C -2.1480 -4.3592 3.5913
N -1.1643 -4.2237 4.4746
C -0.1100 -3.4634 4.1955
C -1.0144 -2.0973 0.8087
C -1.5053 -2.4043 -0.4537
C -2.2590 -3.2991 -1.3040
C -3.6920 -3.0877 -1.4686
C -4.2063 -3.0632 -2.7267
C -3.2677 -3.1624 -3.8815
C -2.3853 -4.3278 -3.4853
C -1.6173 -4.0148 -2.2929
Re -0.7332 -0.6807 -0.3578
P -0.9628 1.0331 1.3536
H -2.9526 -3.8431 1.6486
H 0.8899 -2.1609 2.7815
H -2.9880 -5.0062 3.8556
H 0.6819 -3.3942 4.9456
H -0.5945 -4.3586 -2.1955
H -4.2846 -2.8433 -0.5849
H -2.9619 -5.2569 -3.4095
H -5.2641 -2.8689 -2.9166
C -0.2557 2.5975 0.7031
C -1.0718 3.8618 0.9619
H -0.1207 2.4540 -0.3811
H 0.7580 2.6859 1.1276
H -0.5164 4.7302 0.5850
H -2.0358 3.8415 0.4378
H -1.2615 4.0308 2.0300
C -2.7089 1.2971 1.8644
C -3.3296 0.1212 2.6201
H -3.2814 1.5023 0.9456
H -2.7390 2.2149 2.4711
H -4.3874 0.3413 2.8182
H -3.2911 -0.8128 2.0438
H -2.8423 -0.0588 3.5881
C -0.0609 0.6962 2.9086
C -0.2708 1.7297 4.0134
H 1.0061 0.6420 2.6393
H -0.3516 -0.3098 3.2444
H 0.2786 1.4076 4.9078
H 0.1159 2.7190 3.7346
H -1.3255 1.8337 4.2995
Br -1.5299 -4.3245 -5.1959
P -1.8706 -0.6060 -2.2899
C -3.5331 0.1518 -1.9053
C -3.7649 1.5748 -2.4138
H -3.6390 0.1251 -0.8090
H -4.2786 -0.5492 -2.3020
H -4.7673 1.9005 -2.1033
H -3.0404 2.2846 -1.9939
H -3.7232 1.6346 -3.5092
C -0.8585 0.6889 -3.1564
C 0.3025 0.0980 -3.9629
H -0.4697 1.3682 -2.3791
H -1.5319 1.2820 -3.7871
H 1.0113 0.9020 -4.1997
H 0.8492 -0.6657 -3.3971
H -0.0324 -0.3345 -4.9150
C -2.4250 -1.7475 -3.9018
C -3.1257 -0.8588 -4.9014
H -3.8235 -3.2669 -4.8206
H -1.3974 -1.9829 -4.2093
H -3.2476 -1.3954 -5.8534
H -4.1311 -0.5917 -4.5477
H -2.5790 0.0656 -5.1269
N 0.9523 -0.8003 -0.7590
S 3.5208 1.6645 2.0082
C 4.9826 0.6972 2.1724
C 5.0036 -0.6264 1.7032
C 6.1787 -1.3719 1.8054
C 7.3149 -0.8133 2.4017
C 7.2794 0.4951 2.8980
C 6.1112 1.2513 2.7922
C 4.0122 2.9225 0.8785
C 3.8428 4.2710 1.2362
C 4.2393 5.2723 0.3500
C 4.7846 4.9335 -0.8934
C 4.9301 3.5894 -1.2559
C 4.5367 2.5808 -0.3752
H 1.9546 -0.8987 -0.9134
H 4.0992 -1.0315 1.2502
H 6.2029 -2.3913 1.4185
H 8.2312 -1.4007 2.4825
H 8.1599 0.9329 3.3690
H 6.0520 2.2715 3.1678
H 3.4183 4.4968 2.2134
H 4.1208 6.3180 0.6355
H 5.0955 5.7195 -1.5837
H 5.3513 3.3203 -2.2250
H 4.6342 1.5272 -0.6322
*
```


No. 5
Molecular formula: C2H11NO5
Method: DFT, ωB97M-V/def2-TZVPD

As for the largest force on an atom: 4.13 eV/A. For the HOMO energy (spin up / spin down), the calculation gives -14.040 / -14.038 eV. As for the HOMO-LUMO gap (spin up / spin down): 0.3723 / 0.1696 hartree. Its total energy is -13970.2839 eV. The calculation puts the energy above the lowest of the compared OMol25 structures with the same formula, charge and spin at 25.6 kcal/mol.

The geometry in ORCA input format:
```
! wB97M-V def2-TZVPD RIJCOSX def2/J DEFGRID3
* xyz 1 2
O 1.2472 -0.3773 -0.6662
C 0.2379 -0.9468 -0.8650
O -0.2801 -1.0423 -2.1376
C -0.7233 -1.7958 -0.0800
N -0.3377 -1.8906 1.3173
H 0.4525 -1.1849 -2.7905
H -1.7655 -1.5006 -0.0419
H -0.6948 -2.8496 -0.4145
H -0.6103 -1.0783 1.8903
H 0.6334 -2.1789 1.4545
H -1.2689 1.5360 0.6611
H -1.7075 1.2330 -0.6978
O -1.5648 0.7561 0.1468
H 0.5755 2.0417 2.3238
H 1.7142 0.9990 1.7839
O 1.2902 1.8649 1.6888
H 0.4706 1.6203 -1.5477
H 1.4601 2.3058 -0.6264
O 0.8713 2.4884 -1.3988
*
```